Model w:
DFT (the ωB97M-V functional and the def2-TZVPD basis) results for a 10-piece molecular cluster, C40H60O30 overall.

Calculated values
SMILES: C[C@H]1COC(=O)O1.C[C@H]1COC(=O)O1.C[C@H]1COC(=O)O1.C[C@H]1COC(=O)O1.C[C@H]1COC(=O)O1.C[C@H]1COC(=O)O1.C[C@H]1COC(=O)O1.C[C@H]1COC(=O)O1.C[C@H]1COC(=O)O1.C[C@H]1COC(=O)O1
E_LUMO in eV: -0.08
Net charge: 0
Highest occupied orbital energy in eV: -10.2
2S+1: 1

Last column: Löwdin charge in e.
Geometry (Å):
C 45.9220 60.1800 61.3530  0.04
C 45.2570 59.9340 62.7820  -0.34
C 44.5940 58.6320 63.0930  -0.05
O 45.5340 58.1410 64.0020  0.14
C 46.3520 59.0410 64.3680  -0.62
O 47.1100 58.9270 65.3290  0.11
O 46.2400 60.1370 63.6700  0.11
H 46.8880 60.7180 61.3440  0.08
H 45.1400 60.4970 60.6530  0.07
H 46.3920 59.1540 61.1860  0.08
H 44.6040 60.7400 63.0220  0.13
H 44.6010 57.9880 62.2040  0.14
H 43.5450 58.8180 63.3820  0.13
C 45.1560 56.7130 55.1420  -0.02
C 44.8670 57.8200 56.1170  -0.31
C 43.3940 57.9180 56.6850  -0.05
O 43.5180 57.7470 58.0800  0.09
C 44.7760 57.6590 58.3630  -0.52
O 45.2670 57.4430 59.5190  0.06
O 45.5770 57.5740 57.2950  0.10
H 45.2880 55.7670 55.7380  0.13
H 46.0170 56.8700 54.6150  0.04
H 44.5470 56.8170 54.2000  0.11
H 45.0060 58.8300 55.6880  0.15
H 42.8530 57.0180 56.3370  0.15
H 42.9530 58.7920 56.4420  0.08
C 44.5810 59.7260 69.6340  0.07
C 45.1660 59.5830 68.1200  -0.33
C 44.1770 59.7630 67.0960  -0.09
O 44.5070 61.0050 66.4940  0.10
C 45.7510 61.2660 66.9380  -0.40
O 46.3700 62.4310 66.6450  0.01
O 46.0750 60.5340 67.9970  0.12
H 44.0350 60.4630 69.9100  0.03
H 45.4690 59.8660 70.1140  0.06
H 44.1030 58.9320 69.9900  0.05
H 45.6470 58.7560 68.0780  0.11
H 43.0420 59.6980 67.5460  0.20
H 44.3080 58.9930 66.5140  0.08
C 50.0180 63.9070 64.8320  -0.02
C 49.3230 63.3590 63.6000  -0.34
C 47.7980 63.5460 63.6430  -0.11
O 47.5320 64.0290 62.3820  0.09
C 48.5770 64.4890 61.7750  -0.55
O 48.6270 65.1560 60.7250  0.09
O 49.6790 64.0670 62.4240  0.09
H 51.1800 63.7060 64.6520  0.14
H 49.6940 63.2730 65.7120  0.08
H 49.8730 64.9190 65.1690  0.08
H 49.4780 62.3000 63.3730  0.15
H 47.6000 64.2580 64.4570  0.14
H 47.4620 62.4690 63.8340  0.15
C 41.8940 61.9090 64.3320  0.03
C 41.1730 60.7040 65.0660  -0.21
C 39.5920 60.5800 65.0250  -0.05
O 39.4550 59.2140 64.6890  0.11
C 40.5640 58.6560 64.4140  -0.65
O 40.6570 57.4400 64.1490  0.10
O 41.6160 59.4130 64.5410  0.09
H 42.9550 61.9500 64.6410  0.09
H 41.2090 62.8050 64.5440  0.12
H 41.7690 61.8310 63.3080  0.03
H 41.2720 60.8870 66.0540  0.09
H 38.9690 61.2170 64.4010  0.13
H 39.0740 60.8400 65.9400  0.13
C 41.0010 55.2380 61.8310  0.02
C 42.2820 55.2520 61.0750  -0.33
C 43.3330 54.1590 61.2750  -0.03
O 43.8840 53.9160 59.9970  0.17
C 43.0840 54.2950 59.1620  -0.63
O 43.2110 54.0830 57.9400  0.09
O 42.0280 54.9190 59.7510  0.06
H 40.2320 55.7240 61.5100  0.03
H 41.0950 55.5160 62.6970  -0.02
H 40.6500 54.1080 61.6010  0.17
H 42.5700 56.3260 60.9130  0.15
H 42.7450 53.2820 61.6170  0.16
H 43.9090 54.6590 61.9290  0.10
C 48.9630 60.3090 69.7580  0.01
C 49.4420 59.7130 68.3400  -0.21
C 49.7250 60.8240 67.3700  -0.11
O 51.1010 60.7460 67.0070  0.05
C 51.6390 59.7180 67.7000  -0.49
O 52.8580 59.3660 67.5120  0.06
O 50.7530 59.0960 68.4800  0.11
H 48.1090 60.9910 69.7130  0.08
H 49.6930 60.7490 70.3220  0.05
H 48.8130 59.6620 70.5400  0.04
H 48.7170 59.1080 67.9950  0.10
H 49.3990 61.7900 67.5150  0.09
H 49.3270 60.5060 66.2360  0.19
C 40.7800 59.0780 61.1550  0.03
C 41.5420 60.0100 60.1990  -0.24
C 40.8030 61.2150 59.7500  -0.06
O 41.6950 62.3270 59.9810  0.11
C 42.6990 61.8290 60.7020  -0.57
O 43.5110 62.6710 61.3230  0.02
O 42.6800 60.6000 60.8970  0.12
H 40.4670 59.5170 62.0580  0.05
H 41.4320 58.1700 61.4380  0.11
H 39.8470 58.7760 60.5710  0.13
H 42.0390 59.5110 59.4350  0.13
H 39.9160 61.2990 60.1940  0.09
H 40.6090 61.1640 58.6440  0.17
C 45.0190 65.2400 59.1530  -0.02
C 45.4670 64.2190 58.2490  -0.26
C 46.2890 63.0080 58.8890  -0.09
O 45.8450 61.9360 58.2460  0.09
C 44.7210 62.2200 57.5470  -0.50
O 43.9330 61.3320 57.0560  0.04
O 44.4760 63.4600 57.6310  0.15
H 44.0610 65.0270 59.7590  0.11
H 44.5880 66.1150 58.6830  0.07
H 45.7440 65.5320 60.0810  0.15
H 45.9950 64.4920 57.4870  0.11
H 46.2400 62.6490 59.8250  0.10
H 47.1720 62.9850 58.7110  0.05
C 49.1380 57.9040 61.4960  -0.01
C 48.6680 56.5230 61.2660  -0.32
C 49.6630 55.3830 61.6960  -0.02
O 48.8210 54.5030 62.4330  0.08
C 47.6110 55.0030 62.6990  -0.55
O 46.7160 54.5620 63.3040  0.19
O 47.5450 56.1840 61.9960  0.06
H 50.0280 58.2200 61.1790  0.05
H 49.4330 57.9470 62.4820  0.07
H 48.4620 58.7000 61.0670  0.11
H 48.3050 56.4760 60.2810  0.14
H 50.4080 55.8940 62.2440  0.12
H 50.0160 54.7010 61.0610  0.10

---

Model x:
DFT (the ωB97M-V functional and the def2-TZVPD basis) results for a 10-piece molecular cluster, C40H60O30 overall.

Calculated values
SMILES: C[C@H]1COC(=O)O1.C[C@H]1COC(=O)O1.C[C@H]1COC(=O)O1.C[C@H]1COC(=O)O1.C[C@H]1COC(=O)O1.C[C@H]1COC(=O)O1.C[C@H]1COC(=O)O1.C[C@H]1COC(=O)O1.C[C@H]1COC(=O)O1.C[C@H]1COC(=O)O1
E_LUMO in eV: 0.06
Net charge: 0
Highest occupied orbital energy in eV: -10.3
2S+1: 1

Last column: Löwdin charge in e.
Geometry (Å):
C -3.5482 -4.8884 -0.9680  0.00
C -3.8669 -4.0329 -2.2373  -0.25
C -2.7834 -3.1604 -2.8686  -0.12
O -3.0385 -3.3846 -4.1803  0.08
C -3.9306 -4.3123 -4.4917  -0.52
O -4.1700 -4.5098 -5.6882  0.11
O -4.3056 -4.8917 -3.3297  0.09
H -4.4767 -5.1803 -0.4772  0.08
H -2.9246 -4.2969 -0.2976  0.07
H -3.0651 -5.8067 -1.3019  0.09
H -4.7920 -3.5428 -1.9338  0.14
H -1.7774 -3.4028 -2.5263  0.11
H -3.0311 -2.1518 -2.5377  0.13
C 1.1443 -0.7805 1.5636  0.02
C 0.4340 -0.9948 0.1744  -0.24
C -1.0653 -1.2731 -0.1316  -0.06
O -1.4572 0.0012 -0.5348  0.06
C -0.4295 0.7802 -0.8830  -0.59
O -0.5256 1.8167 -1.4658  0.14
O 0.6847 0.1996 -0.5070  0.08
H 0.7969 -1.5049 2.3003  0.08
H 0.9342 0.1821 2.0298  0.07
H 2.2106 -0.7460 1.3401  0.07
H 0.9457 -1.7702 -0.3957  0.15
H -1.7152 -1.5387 0.7022  0.12
H -1.1934 -2.0490 -0.8865  0.10
C 0.5193 4.8315 -2.2056  -0.03
C 0.5314 6.3467 -2.0803  -0.26
C 0.7751 6.9039 -0.6772  -0.10
O 1.7155 7.9475 -0.8456  0.07
C 2.4171 7.8176 -1.9956  -0.54
O 3.3863 8.4218 -2.1949  0.21
O 1.7274 6.8652 -2.7375  0.05
H 0.4176 4.5465 -3.2528  0.09
H -0.2488 4.4165 -1.5530  0.07
H 1.4899 4.3432 -2.1177  0.08
H -0.2614 6.7361 -2.7190  0.16
H 1.1013 6.1218 0.0083  0.11
H -0.1326 7.2520 -0.1843  0.12
C -0.1048 3.8313 1.5260  -0.02
C -0.9139 4.8031 2.2490  -0.32
C -0.3105 6.1954 2.5555  -0.09
O -1.2450 7.1534 2.0996  0.07
C -2.1043 6.5026 1.2342  -0.52
O -2.9517 6.9432 0.4731  0.14
O -1.8963 5.1873 1.3296  0.07
H 0.9321 3.8502 1.8615  0.10
H 0.1030 4.2476 0.5403  0.06
H -0.4038 2.8115 1.2838  0.09
H -1.3473 4.4280 3.1762  0.15
H 0.5951 6.3251 1.9628  0.11
H 0.0128 6.3374 3.5867  0.14
C 8.4630 -1.5081 1.9710  -0.03
C 7.5359 -0.7175 1.0218  -0.27
C 7.6100 -1.2333 -0.4735  -0.12
O 6.3132 -1.5923 -0.8794  0.03
C 5.3947 -1.4450 0.2046  -0.37
O 4.1926 -1.7235 0.2598  0.12
O 6.1811 -1.0619 1.3327  0.02
H 8.7414 -1.0680 2.9286  0.08
H 9.4502 -1.5944 1.5171  0.07
H 8.2581 -2.5707 2.1016  0.09
H 7.6950 0.3553 1.1306  0.15
H 8.2542 -2.0748 -0.7286  0.12
H 8.1501 -0.5249 -1.1015  0.12
C -6.6063 -2.1120 1.5377  0.01
C -5.4226 -3.0252 1.3431  -0.43
C -4.3294 -2.8245 2.2457  -0.12
O -4.2653 -3.9525 3.0539  0.14
C -5.2011 -4.7736 2.6979  -0.51
O -5.5009 -5.8768 3.2062  0.10
O -5.8307 -4.2814 1.5893  0.10
H -6.6202 -1.6414 2.5207  0.09
H -7.5824 -2.5527 1.3347  0.10
H -6.3898 -1.2245 0.9431  0.07
H -5.0701 -2.8546 0.3259  0.13
H -4.4474 -1.8672 2.7533  0.15
H -3.4886 -2.8821 1.5544  0.12
C 0.5238 -8.9730 -1.4033  -0.01
C 1.1436 -7.5688 -0.9927  -0.23
C 1.6667 -6.8108 -2.2222  -0.09
O 1.2340 -5.4517 -2.1162  0.12
C 0.2509 -5.4764 -1.2975  -0.66
O -0.3149 -4.4960 -1.0725  0.18
O 0.0044 -6.7218 -0.8519  0.06
H 0.1152 -9.1323 -2.4012  0.08
H -0.3815 -9.1324 -0.8175  0.08
H 1.2150 -9.8091 -1.2966  0.08
H 1.6760 -7.4592 -0.0479  0.16
H 1.3077 -7.0816 -3.2151  0.14
H 2.7204 -7.0706 -2.3235  0.13
C 5.3886 2.1773 -3.7414  0.01
C 4.1637 2.5018 -2.7336  -0.23
C 3.2548 1.2800 -2.2683  -0.12
O 3.3825 1.1893 -0.9215  0.07
C 4.4786 1.8456 -0.5589  -0.60
O 4.9013 1.9301 0.5485  0.17
O 4.8366 2.6336 -1.5366  0.08
H 6.2252 2.8726 -3.6723  0.08
H 5.1266 2.0982 -4.7965  0.07
H 5.7253 1.2106 -3.3669  0.07
H 3.5130 3.2958 -3.1000  0.14
H 3.5278 0.2530 -2.5110  0.14
H 2.2679 1.3903 -2.7176  0.13
C -4.3087 3.6970 -2.2399  0.00
C -4.0048 2.2324 -1.7201  -0.29
C -3.8871 2.1352 -0.1486  -0.02
O -4.6306 0.9033 0.0562  0.08
C -5.0218 0.4486 -1.0976  -0.57
O -5.3482 -0.7215 -1.2990  0.11
O -5.1039 1.4284 -2.0341  0.07
H -4.6344 3.6434 -3.2788  0.08
H -3.3283 4.1692 -2.3030  0.06
H -4.7641 4.4046 -1.5470  0.08
H -3.3213 1.7045 -2.3851  0.15
H -4.2807 3.0263 0.3404  0.13
H -2.8589 2.0366 0.1997  0.11
C 1.7166 -0.1497 5.3370  0.02
C 0.3098 0.4549 5.3329  -0.35
C -0.0396 1.8392 4.7330  -0.08
O -1.2445 1.6157 4.0167  0.08
C -1.3569 0.3133 3.8446  -0.53
O -2.1685 -0.1062 3.0228  0.12
O -0.4431 -0.3619 4.5721  0.08
H 2.4796 0.6288 5.3445  0.09
H 1.7689 -0.7287 4.4150  0.07
H 1.8466 -0.8828 6.1331  0.09
H -0.1178 0.6414 6.3180  0.15
H 0.7102 2.3042 4.0929  0.12
H -0.2644 2.5286 5.5469  0.13

---

Most favorable structure: model x. The second most favorable one is 216.5 kcal/mol above it.

---

Model w:
DFT (the ωB97M-V functional and the def2-TZVPD basis) results for a 6-piece molecular cluster, CH13O5S overall.

Calculated values
E_LUMO in eV: 3.52
Net charge: -1
Highest occupied orbital energy in eV: -3.9
2S+1: 1

Last column: natural (NBO) charge in e.
Geometry (Å):
C -0.7518 -0.0281 2.9019  -0.71
S 0.6938 0.0981 1.7785  -0.70
H -0.5320 0.5083 3.8052  0.19
H -0.9633 -1.0629 3.0977  0.19
H -1.6513 0.4064 2.4824  0.18
H 1.3796 1.3568 0.1232  0.49
H 0.6740 1.7410 -1.1697  0.47
O 1.5536 1.7203 -0.7651  -1.00
H -2.1357 1.0547 0.5027  0.46
H -0.8954 1.8444 0.6645  0.49
O -1.8488 1.9790 0.4712  -0.97
H 0.3027 -1.4181 0.2923  0.50
H 0.7752 -1.8791 -1.1385  0.48
O 0.0575 -1.9828 -0.4991  -1.03
H -0.9550 -1.2141 -1.7687  0.50
H -1.9222 -0.0314 -1.9732  0.46
O -1.4432 -0.7053 -2.4547  -1.00
H 2.5746 -0.3191 -1.4941  0.50
H 2.3848 -0.9188 -2.8681  0.47
O 2.7026 -1.1494 -1.9885  -0.96

---

Model x:
DFT (the ωB97M-V functional and the def2-TZVPD basis) results for CH13O5S as an isolated structure.

Calculated values
E_LUMO in eV: 3.27
Net charge: -1
Highest occupied orbital energy in eV: -4.3
2S+1: 1

Last column: natural (NBO) charge in e.
Geometry (Å):
C 1.7752 -2.1639 -0.7129  -0.68
S 1.4175 -0.5632 0.4145  -0.72
H 2.9333 -2.1540 -0.6847  0.19
H 1.4184 -3.1668 -0.4060  0.20
H 1.3739 -1.8997 -1.7091  0.20
H -0.7208 -0.8825 -1.2651  0.47
H -1.8507 -1.4256 -0.6552  0.45
O -1.2854 -1.5268 -1.5414  -0.93
H -0.8025 -1.5881 2.8490  0.43
H 0.6256 -1.4259 2.0210  0.46
O 0.1235 -1.5707 3.1156  -1.06
H 1.0892 3.1027 0.7976  0.48
H 0.5371 1.6845 0.7208  0.51
O 0.2682 2.6310 0.6506  -1.00
H -1.6212 2.0782 0.7947  0.50
H -1.8922 0.4657 1.0051  0.47
O -2.3583 1.3567 0.9428  -0.99
H -0.4227 1.6694 -2.5063  0.47
H -0.2711 2.7399 -1.4525  0.48
O -0.3370 2.6391 -2.3786  -0.96

---

Most favorable structure: model w. The second most favorable one is 43.7 kcal/mol above it.